Record 1
58
Properties=species:S:1:pos:R:3:forces:R:3 method="wB97M-V/def2-TZVPD" spin_multiplicity=2 homo_ev="-4.7 / -4.1" max_force_ev_per_a=1.37 total_charge=-1 e_above_lowest_kcal_mol=5.6 orbital_gap_ev="7.5 / 6.8" lumo_ev="2.72 / 2.72"
Mn 0.418 -0.053 1.546 0.96 0.25 0.94
O -2.426 -1.701 4.083 -0.01 -0.03 -0.11
C -1.473 -1.202 3.491 -0.04 0.10 0.00
O -1.194 -1.234 2.246 -0.11 0.05 -0.38
C -0.435 -0.450 4.314 -0.22 -0.08 0.19
C -0.470 -0.234 5.680 0.04 -0.04 0.08
C 0.600 0.440 6.259 -0.01 0.02 0.06
C 1.678 0.843 5.478 0.04 -0.03 0.04
C 1.632 0.578 4.122 0.29 0.03 0.14
N 0.583 -0.022 3.594 -0.33 0.18 -0.96
C 2.740 0.866 3.111 -0.04 0.26 0.18
O 3.761 1.407 3.527 -0.01 -0.09 -0.17
O 2.459 0.491 1.923 -0.19 -0.06 -0.38
H -1.316 -0.599 6.247 0.03 0.03 0.00
H 0.600 0.640 7.326 0.01 -0.01 -0.04
H 2.547 1.343 5.883 -0.03 -0.01 0.01
C 2.716 1.711 -1.826 -0.07 -0.10 -0.04
C 2.351 0.561 -2.734 0.09 0.11 -0.05
C 3.046 0.362 -3.925 0.00 0.00 0.03
C 2.718 -0.674 -4.789 0.00 0.02 0.02
C 1.684 -1.538 -4.469 -0.05 0.02 0.10
C 0.985 -1.361 -3.280 0.01 -0.02 -0.22
C 1.300 -0.315 -2.420 0.27 0.13 0.22
P 0.387 -0.038 -0.864 -0.82 -0.48 0.57
C -0.601 -1.591 -0.729 -0.16 -0.01 -0.32
C 0.188 -2.618 -0.202 -0.09 -0.14 -0.08
C -0.328 -3.874 0.064 0.03 0.03 0.00
C -1.672 -4.112 -0.171 -0.04 -0.03 0.01
C -2.464 -3.103 -0.692 0.00 -0.01 0.01
C -1.957 -1.840 -0.995 0.07 0.06 0.03
C -2.903 -0.817 -1.571 0.06 -0.01 0.11
C -0.667 1.389 -1.237 0.16 -0.06 -0.28
C -1.052 1.785 -2.520 -0.04 -0.05 -0.02
C -1.931 2.839 -2.695 -0.01 0.00 0.11
C -2.424 3.494 -1.564 0.05 -0.06 0.00
C -1.995 3.132 -0.298 0.00 0.03 -0.01
C -1.066 2.097 -0.099 -0.08 0.20 0.26
C -0.494 1.781 1.253 0.04 -0.40 -0.24
H 3.695 2.114 -2.084 0.00 0.00 -0.03
H 2.739 1.410 -0.775 0.00 -0.05 0.02
H 1.981 2.516 -1.912 0.00 -0.01 0.00
H 3.864 1.030 -4.170 -0.02 -0.01 0.00
H 3.276 -0.808 -5.709 -0.01 0.01 0.02
H 1.419 -2.350 -5.136 0.01 0.00 0.02
H 0.182 -2.041 -3.020 0.03 0.02 -0.02
H 1.234 -2.422 0.004 0.07 0.02 0.03
H 0.308 -4.648 0.475 -0.01 0.02 0.00
H -2.108 -5.075 0.066 0.00 0.01 -0.01
H -3.519 -3.289 -0.862 0.04 0.00 0.00
H -3.864 -1.282 -1.794 0.02 0.01 0.03
H -2.516 -0.381 -2.489 0.02 0.02 -0.06
H -3.075 0.007 -0.874 0.03 -0.02 -0.01
H -0.689 1.239 -3.387 0.02 0.02 0.08
H -2.245 3.134 -3.690 0.02 0.00 0.06
H -3.129 4.311 -1.678 0.01 -0.02 0.00
H -2.350 3.677 0.570 -0.01 -0.01 -0.04
H -1.169 2.132 2.035 -0.11 0.02 0.11
H 0.441 2.344 1.360 0.08 0.19 -0.01

Record 2
64
Properties=species:S:1:pos:R:3:forces:R:3 method="wB97M-V/def2-TZVPD" spin_multiplicity=2 homo_ev="-7.9 / -7.9" max_force_ev_per_a=0.85 total_charge=0 e_above_lowest_kcal_mol=0.0 orbital_gap_ev="6.8 / 6.3" lumo_ev="-1.06 / -1.62"
Ru -0.081 -0.013 -1.027 -0.35 -0.19 0.02
O -2.288 -4.284 -1.323 -0.13 0.10 -0.04
C -1.250 -3.441 -1.436 0.10 -0.06 0.04
O -0.258 -3.516 -0.768 0.06 -0.08 -0.08
C -1.507 -2.444 -2.532 -0.01 -0.18 -0.06
O -0.386 -1.582 -2.678 -0.20 0.10 0.01
C -0.496 -0.819 -3.903 0.25 -0.06 -0.27
C -0.941 0.635 -3.705 -0.19 -0.15 0.03
O -1.672 1.130 -4.537 0.19 0.10 0.02
O -0.400 1.211 -2.682 -0.13 -0.12 -0.04
H -2.091 -4.898 -0.602 0.04 -0.03 0.04
H -2.416 -1.878 -2.320 0.02 -0.05 -0.01
H -1.661 -3.017 -3.451 0.06 0.06 -0.01
H -1.148 -1.330 -4.608 -0.04 0.04 0.06
H 0.509 -0.785 -4.328 0.01 -0.07 -0.04
C 2.782 0.077 -2.347 0.05 0.02 0.16
O 1.948 -0.362 -1.263 0.27 -0.02 0.05
C 2.515 -1.006 -0.168 -0.46 0.04 -0.09
C 3.873 -1.143 0.004 0.09 -0.12 0.09
C 4.332 -1.831 1.123 0.04 0.05 -0.09
C 3.442 -2.357 2.043 -0.04 -0.04 0.08
C 2.076 -2.192 1.872 0.06 -0.01 -0.07
C 1.598 -1.512 0.765 0.45 -0.05 0.12
N 0.228 -1.209 0.556 0.17 0.36 -0.75
N -0.584 -1.636 1.384 -0.47 0.12 0.54
C -1.919 -1.271 1.311 0.01 -0.04 -0.15
C -2.564 -0.601 0.244 0.36 -0.26 -0.08
O -2.017 -0.246 -0.896 -0.02 0.38 0.46
C -3.953 -0.326 0.352 -0.34 0.00 0.10
C -4.671 -0.689 1.444 0.04 0.09 -0.22
C -4.064 -1.363 2.533 0.16 -0.14 0.23
C -4.814 -1.731 3.672 -0.01 0.04 -0.08
C -4.224 -2.376 4.722 0.00 -0.03 0.06
C -2.852 -2.672 4.666 -0.01 0.01 -0.02
C -2.100 -2.323 3.576 -0.01 0.00 -0.03
C -2.684 -1.660 2.472 -0.16 -0.03 0.12
H 3.369 0.937 -2.028 0.06 -0.01 -0.02
H 3.418 -0.747 -2.666 0.02 0.01 -0.03
H 2.104 0.369 -3.140 -0.05 0.06 0.00
H 4.572 -0.727 -0.707 -0.01 0.00 0.00
H 5.397 -1.950 1.271 0.00 0.01 -0.01
H 3.815 -2.885 2.910 -0.02 -0.01 0.00
H 1.369 -2.575 2.593 -0.02 0.00 0.00
H -4.405 0.193 -0.482 0.00 0.00 0.00
H -5.729 -0.462 1.499 0.00 0.01 -0.01
H -5.870 -1.488 3.695 0.00 0.00 0.00
H -4.804 -2.655 5.592 -0.01 0.00 -0.01
H -2.381 -3.180 5.498 0.00 0.00 -0.01
H -1.045 -2.552 3.553 0.00 0.00 -0.01
O 3.222 7.552 -0.205 0.06 0.03 -0.04
C 3.225 6.505 -1.064 -0.04 -0.02 -0.02
O 3.847 6.573 -2.086 0.02 0.00 0.00
C 2.424 5.309 -0.663 0.00 0.01 0.09
C 2.115 5.011 0.663 0.03 0.03 -0.04
C 1.403 3.869 0.974 -0.02 -0.02 -0.02
C 0.963 3.005 -0.034 0.12 0.17 0.11
S 0.105 1.577 0.540 0.01 -0.08 -0.06
C 1.259 3.310 -1.361 0.01 0.03 0.00
C 1.996 4.444 -1.662 -0.03 -0.04 -0.05
H 2.579 7.404 0.497 -0.05 -0.02 0.05
H 2.466 5.637 1.476 0.01 0.01 0.00
H 1.197 3.627 2.010 -0.01 0.00 -0.01
H 0.889 2.679 -2.154 0.00 -0.01 -0.01
H 2.238 4.680 -2.690 0.00 0.00 0.01

Record 3
56
Properties=species:S:1:pos:R:3:forces:R:3 method="wB97M-V/def2-TZVPD" homo_ev=-6.6 max_force_ev_per_a=1.56 total_charge=0 e_above_lowest_kcal_mol=6.1 orbital_gap_ev=4.2 lumo_ev=-2.36
C 5.797 0.716 2.915 -0.13 -0.13 -0.11
C 4.789 0.827 3.877 -0.13 0.08 -0.25
C 3.449 0.836 3.486 0.05 -0.30 -0.16
C 3.113 0.667 2.139 0.25 -0.12 0.00
S 1.369 0.637 1.609 -0.12 -0.28 -0.26
C 0.557 -0.841 2.056 0.24 0.69 0.58
C -0.534 -0.866 2.989 1.50 0.30 -0.29
O -0.604 -1.717 3.904 -0.78 -0.11 -0.56
C -1.627 0.161 2.800 -0.68 0.03 -0.02
C -1.782 0.975 1.654 -0.20 -0.14 0.06
C -2.758 1.980 1.614 0.08 -0.34 0.34
C -3.692 2.082 2.656 0.05 -0.40 -0.07
C -3.658 1.148 3.702 0.32 0.08 0.02
C -2.594 0.243 3.805 -0.27 0.21 -0.20
O 0.839 1.784 2.323 -0.28 -0.05 -0.24
O 1.443 0.658 0.157 0.19 0.43 -0.01
C 4.123 0.655 1.175 -0.12 -0.32 0.13
C 5.463 0.641 1.561 -0.13 0.12 0.27
H 6.841 0.687 3.220 -0.18 0.02 -0.04
H 5.042 0.904 4.935 -0.05 0.05 -0.29
H 2.662 0.974 4.218 0.02 -0.16 -0.03
H 1.249 -1.675 2.049 0.03 -0.04 0.19
H -1.173 0.803 0.761 0.03 0.18 0.52
H -2.786 2.677 0.771 -0.04 -0.34 0.29
H -4.464 2.855 2.624 0.22 -0.29 0.02
H -4.434 1.122 4.467 0.18 0.26 -0.15
H -2.500 -0.435 4.658 -0.05 0.24 -0.28
H 3.859 0.656 0.124 -0.09 -0.19 0.10
H 6.234 0.561 0.794 -0.14 0.12 0.25
C -6.504 -3.496 2.381 -0.49 -0.20 0.11
N -5.093 -3.453 2.030 0.47 -0.45 -0.32
C -4.712 -2.852 0.849 0.94 0.28 0.16
C -5.633 -2.437 -0.138 -0.33 0.57 -0.56
C -5.210 -1.682 -1.240 0.24 -0.50 0.90
C -3.836 -1.404 -1.418 0.65 -0.06 0.20
C -2.895 -1.903 -0.529 -0.41 0.29 -0.43
C -3.301 -2.612 0.635 -0.61 -0.06 -0.12
C -2.357 -3.078 1.557 -0.31 -0.67 0.11
C -2.762 -3.860 2.650 -0.79 -0.22 0.01
C -4.176 -4.098 2.844 0.56 0.42 -0.09
C -4.588 -4.954 3.887 -0.10 -0.24 0.83
C -3.673 -5.407 4.843 -0.19 0.52 -0.76
C -2.299 -5.111 4.703 0.35 0.29 -0.52
C -1.848 -4.431 3.581 -0.03 -0.05 0.55
H -6.627 -3.480 3.467 0.16 0.07 -0.22
H -7.022 -2.632 1.971 0.18 -0.04 0.07
H -6.976 -4.403 1.993 0.00 0.03 0.01
H -6.693 -2.690 -0.050 0.48 0.17 0.00
H -5.928 -1.295 -1.973 0.24 -0.34 0.41
H -3.508 -0.792 -2.264 -0.14 -0.35 0.32
H -1.818 -1.773 -0.687 -0.44 0.17 0.08
H -1.298 -2.916 1.370 -0.08 0.24 0.15
H -5.638 -5.255 3.972 0.52 0.23 0.04
H -4.006 -5.985 5.713 0.01 0.18 -0.51
H -1.588 -5.411 5.478 -0.27 -0.02 -0.41
H -0.783 -4.272 3.405 -0.35 0.13 0.21